# 1
Computed, not measured: a cluster of 2 separate species, C4H9N2 in total at a distorted geometry, with ωB97M-V/def2-TZVPD.

Total charge: +1
Gap between HOMO and LUMO (alpha / beta) (hartree): 0.351 / 0.119
Energy relative to the best compared isomer or geometry (same formula, charge and spin) (kJ/mol): 905.64

Element x y z (Å)
C -0.06410 -0.23385 0.28416
C -3.90753 0.78524 -0.05321
C 2.10180 -0.64709 -1.05676
C 1.89934 1.15642 0.64461
N -0.17046 0.64382 -0.61540
N 1.25329 0.17412 -0.19462
H -2.96953 0.29174 -0.41859
H -4.75195 0.13120 0.15050
H -4.06948 1.81565 -0.32191
H 1.79499 -0.64580 -2.14600
H 3.09632 -0.39866 -0.96238
H 1.99956 -1.61854 -0.59414
H 2.52906 0.60447 1.30650
H 2.58396 1.75700 0.03484
H 1.18761 1.90129 1.08581

# 2
Computed, not measured: the molecule C2H4ClFN2 at a distorted geometry, with ωB97M-V/def2-TZVPD.

SMILES: N/N=C\[C@H](F)Cl
Total charge: 0
Gap between HOMO and LUMO (hartree): 0.365
Energy relative to the best compared isomer or geometry (same formula, charge and spin) (kJ/mol): 216.60

Element x y z (Å)
C 0.49300 0.69557 0.34114
C -0.20291 0.56406 -1.05327
H -0.19421 -2.10314 1.86501
H -0.08919 -1.53262 0.26103
H 1.10048 1.54729 0.46852
H -1.33294 0.48478 -0.86691
N -0.35087 -1.23053 1.18727
N 0.29980 -0.10282 1.34897
F 0.36864 -0.42410 -1.61031
Cl -0.09180 2.10152 -1.94144

# 3
Computed, not measured: a cluster of 4 separate species, C38H73BrIN4O14PS in total, with ωB97M-V/def2-TZVPD.

Total charge: 0
Gap between HOMO and LUMO (hartree): 0.305

Element x y z (Å)
C 9.92446 -2.85894 -4.61772
C 8.51484 -3.20143 -4.13679
C 7.71872 -2.13948 -3.31811
Br 8.79876 -0.54838 -2.97965
C 7.05621 -2.67064 -1.99207
I 6.50125 -0.90501 -0.82498
C 7.95625 -3.59725 -1.11528
C 7.67289 -3.72074 0.38057
C 8.52913 -2.88120 1.32871
C 7.84221 -2.69609 2.68159
O 6.46683 -2.36358 2.57706
N 9.37626 -3.29599 -1.29224
C 10.18527 -4.19103 -1.44925
O 11.01282 -4.99203 -1.55972
O 7.70584 -4.92075 -1.67459
C 6.65128 -4.90366 -2.52439
O 6.40804 -5.80909 -3.25421
C 5.88403 -3.60592 -2.34443
C 5.07519 -3.31594 -3.62606
C 4.39900 -1.94142 -3.72059
C 3.11046 -1.84548 -2.89301
C 1.94291 -1.10311 -3.55279
C 1.08298 -0.34767 -2.53267
C 0.77486 -1.10571 -1.24172
C 0.05546 -2.41679 -1.51330
S -0.44466 -3.16509 0.05611
C 0.13207 -4.77709 -0.17385
N 1.03101 -5.41471 0.49763
N 1.12748 -6.67913 -0.08193
C 0.29276 -6.68706 -1.05299
O -0.38765 -5.53576 -1.18185
P 4.65595 -4.13165 -0.98615
N 3.98862 -3.04223 -0.09420
H 10.61696 -2.73206 -3.78924
H 9.94068 -1.98975 -5.26841
H 10.28156 -3.71366 -5.19579
H 8.58984 -4.13277 -3.60123
H 7.92757 -3.36380 -5.04323
H 6.94043 -1.76187 -3.96363
H 6.62411 -3.55975 0.61702
H 7.88953 -4.77234 0.58775
H 9.49980 -3.35263 1.47283
H 8.70371 -1.89606 0.89309
H 7.91711 -3.58882 3.30046
H 8.37517 -1.90154 3.21339
H 6.39898 -1.49689 2.16308
H 5.71694 -3.46403 -4.49493
H 4.29334 -4.06987 -3.71276
H 5.06475 -1.13829 -3.40926
H 4.16966 -1.76280 -4.77409
H 2.78990 -2.85848 -2.63783
H 3.35322 -1.38803 -1.93490
H 2.34447 -0.39877 -4.28383
H 1.33023 -1.82290 -4.09975
H 0.11484 -0.12883 -2.99492
H 1.53351 0.61747 -2.29667
H 0.09704 -0.47163 -0.66325
H 1.67199 -1.27670 -0.64653
H 0.67884 -3.10887 -2.07425
H -0.83786 -2.22852 -2.10930
H 0.08825 -7.49253 -1.73631
H 5.34615 -5.16086 -0.32803
H 3.74313 -4.80147 -1.80931
H 4.18531 -3.17691 0.89202
C -5.78292 2.65023 -1.45671
O -4.52765 3.15013 -1.05580
C -3.84613 2.34542 -0.10861
C -2.37602 2.20222 -0.42412
O -2.06881 1.41654 -1.56297
C -2.37492 1.90723 -2.85535
C -1.54434 3.08264 -3.31802
O -1.86411 4.27632 -2.62978
C -0.75278 5.04700 -2.23483
H -6.56367 2.87844 -0.72163
H -6.04102 3.13015 -2.40029
H -5.75109 1.56730 -1.61593
H -4.29974 1.35118 -0.03927
H -3.92787 2.82725 0.87496
H -1.93736 1.65268 0.41312
H -1.88403 3.17680 -0.46361
H -3.44147 2.11471 -2.96663
H -2.13308 1.07697 -3.52532
H -1.74891 3.23097 -4.38719
H -0.48123 2.84038 -3.20459
H 0.04633 4.41918 -1.82563
H -1.08872 5.72931 -1.45508
H -0.35404 5.63573 -3.06849
C -1.14292 -3.15857 4.03976
O -1.58420 -1.88422 4.46228
C -1.01201 -0.81113 3.73490
C -2.01719 0.25309 3.35532
O -2.95259 -0.11944 2.35870
C -3.96770 -1.05491 2.67235
C -5.05006 -0.54568 3.59597
O -4.58774 -0.36942 4.92163
C -5.01668 0.81875 5.54474
H -0.14624 -3.38847 4.43040
H -1.84920 -3.89978 4.41174
H -1.12973 -3.20549 2.94897
H -0.51879 -1.17678 2.82728
H -0.25038 -0.33405 4.36666
H -1.44547 1.06541 2.89764
H -2.50861 0.66273 4.24090
H -3.55041 -1.99442 3.04155
H -4.45125 -1.26438 1.71431
H -5.85683 -1.29117 3.60319
H -5.45524 0.39165 3.19766
H -4.95441 1.67472 4.86372
H -4.35485 1.00193 6.39020
H -6.04401 0.73117 5.91592
C -5.52880 5.12612 2.26376
O -6.50097 6.11954 2.03449
C -7.18062 6.00240 0.79803
C -8.66812 6.23174 0.93349
O -9.37828 5.21654 1.61868
C -9.21076 5.06972 3.01629
C -9.82079 6.16568 3.85954
O -9.11299 7.38635 3.74981
C -9.92439 8.53139 3.62612
H -4.59637 5.35773 1.73644
H -5.33349 5.09524 3.33542
H -5.88200 4.13750 1.94964
H -7.00473 5.01784 0.35142
H -6.78739 6.76154 0.10895
H -9.07724 6.21403 -0.07988
H -8.87498 7.22073 1.34875
H -8.16342 4.91225 3.28414
H -9.75411 4.15305 3.26050
H -9.78698 5.83542 4.90672
H -10.87118 6.29780 3.57722
H -10.75826 8.36025 2.93689
H -9.30298 9.33047 3.22400
H -10.32173 8.85033 4.59625

# 4
Computed, not measured: the molecule C4H9NO at a distorted geometry, with ωB97M-V/def2-TZVPD.

SMILES: CCCC(N)=O
Total charge: 0
Gap between HOMO and LUMO (hartree): 0.380
Energy relative to the best compared isomer or geometry (same formula, charge and spin) (kJ/mol): 199.38

Element x y z (Å)
C -2.15624 -0.32674 0.69327
C -0.86340 -0.59119 -0.08221
C 0.18968 0.49425 0.20190
C 1.58100 0.13089 -0.15581
O 2.07690 -0.63785 0.67930
N 2.32476 0.65770 -1.14188
H -2.89572 -1.11845 0.51938
H -2.61014 0.62395 0.38788
H -1.95775 -0.26825 1.76941
H -0.43740 -1.55115 0.22836
H -1.10534 -0.68572 -1.15053
H -0.16707 1.47649 -0.22243
H 0.77866 0.09862 1.28131
H 3.32110 0.49422 -1.13834
H 1.92095 1.20324 -1.86961

# 5
Computed, not measured: the molecule C3H7ClN2 at a distorted geometry, with ωB97M-V/def2-TZVPD.

SMILES: C[C@H]1NN[C@@H]1Cl
Total charge: 0
Gap between HOMO and LUMO (hartree): 0.369
Energy relative to the best compared isomer or geometry (same formula, charge and spin) (kJ/mol): 269.11

Element x y z (Å)
C 0.14128 0.23333 -0.57371
C -1.07056 0.03054 0.47744
C 1.27867 1.09844 -0.05659
N 0.31771 -1.30794 -0.46563
N -1.00862 -1.46012 0.26804
Cl -2.69109 0.62371 -0.21302
H -0.27192 0.59199 -1.42163
H -0.84954 0.23146 1.48614
H 1.41036 0.69954 1.03143
H 1.08496 2.12196 0.09910
H 2.25953 1.03214 -0.47364
H 0.16270 -1.91756 -1.25285
H -0.76350 -1.97747 1.09493

# 6
Computed, not measured: a structure of composition C33H35F5N4OP2V at a distorted geometry, with ωB97M-V/def2-TZVPD.

Multiplicity: 4
Total charge: 0
Gap between HOMO and LUMO (alpha / beta) (hartree): 0.146 / 0.149
Expectation value of S²: 4.144

Element x y z (Å)
V -0.36217 1.85947 2.84810
C -0.92867 -3.07145 2.24384
C 0.00748 -2.21611 1.86646
C 0.01198 -1.41895 0.61235
C -0.69438 -0.02486 0.45687
C -2.17854 -0.08320 0.07098
C -3.04381 -1.10751 0.33622
C -2.73753 -2.59674 0.26635
C -2.21760 -3.34234 1.52670
C -2.69181 1.71059 2.88354
H -0.82726 -3.53373 3.23552
H 0.66348 -1.77926 2.61684
H -0.23792 -2.08447 -0.23179
H 1.09463 -1.16355 0.46416
H -0.16492 0.88469 0.93401
H -0.26778 0.23805 -0.52893
H -2.60766 0.93626 -0.08944
H -3.98704 -0.87774 0.88140
H -2.09007 -2.83852 -0.58808
H -3.69618 -3.11299 0.06264
H -2.96433 -3.25426 2.33428
H -2.16184 -4.41573 1.26424
H -3.61938 1.18496 3.13818
H -3.02878 2.38536 2.08363
H -2.44043 2.28498 3.80479
P -0.08140 2.12315 -1.79754
P 2.81778 -0.17532 -0.52816
N -1.21202 1.94848 -3.13964
N 0.44903 3.76105 -2.40485
N 2.74677 -1.53117 -1.65242
N 4.60914 -0.22094 -0.49314
C 1.28468 1.12115 -2.55543
C 2.59112 1.19491 -1.74729
C -2.60525 1.85879 -2.97530
C -3.20005 1.75791 -4.23148
C -2.14686 1.77576 -5.20467
C -0.95221 1.92213 -4.51263
C 0.33603 4.90173 -1.61034
C 0.81058 6.00143 -2.30156
C 1.29334 5.53040 -3.57289
C 1.02035 4.16713 -3.62292
C 2.03620 -2.71737 -1.45153
C 2.04304 -3.46932 -2.60874
C 2.68270 -2.67112 -3.61670
C 3.17371 -1.53372 -2.98798
C 5.64405 -0.75436 -1.27483
C 6.84550 -0.18124 -0.87162
C 6.54709 0.75493 0.17640
C 5.18198 0.70172 0.40317
H 1.46772 1.57236 -3.53937
H 1.02107 0.06353 -2.71839
H 3.45549 1.13907 -2.42092
H 2.67278 2.14727 -1.19918
H -3.02982 1.87073 -1.97832
H -4.26168 1.67691 -4.42875
H -2.24840 1.67258 -6.27650
H 0.04380 2.00531 -4.90818
H -0.09574 4.82038 -0.62722
H 0.82173 7.03281 -1.95530
H 1.81868 6.09105 -4.34511
H 1.16251 3.48365 -4.45222
H 1.55068 -2.90144 -0.51151
H 1.65606 -4.47125 -2.70086
H 2.75126 -2.85695 -4.67349
H 3.80148 -0.74537 -3.38295
H 5.46315 -1.47634 -2.06060
H 7.82316 -0.41554 -1.26704
H 7.22847 1.40773 0.70060
H 4.53803 1.22967 1.09571
F -4.53820 -3.46603 8.06741
C -3.87597 -2.77612 7.11834
C -4.38529 -2.65688 5.82132
F -5.51130 -3.33996 5.51947
C -3.74400 -1.86849 4.88429
F -4.33245 -1.71192 3.67761
C -2.48142 -1.21027 5.11039
O -1.83211 -0.63188 4.19139
C -2.01309 -1.37144 6.46981
F -0.83826 -0.79293 6.77560
C -2.67686 -2.12502 7.42872
F -2.15624 -2.22430 8.67447